63
Properties=species:S:1:pos:R:3:nbo_charge:R:1 method="wB97M-V/def2-TZVPD" lumo_ev=-11.41 charge=+3 energy_ha=-2983.1764 gap_ev=4.63 de_lowest_kj_mol=195.9
Ta -0.52 -0.05 -2.17 2.29
C -0.87 -1.80 5.42 -0.26
O -0.33 -1.30 4.17 -0.52
C 0.87 -0.66 4.23 0.30
C 1.61 -0.41 5.37 -0.26
C 2.80 0.29 5.27 -0.13
C 3.27 0.75 4.04 -0.21
C 2.54 0.50 2.89 -0.24
C 1.35 -0.21 3.00 0.09
N 0.47 -0.50 1.90 -0.49
C 0.72 -0.58 0.62 0.66
N 1.95 -0.60 0.10 -0.55
C 2.31 -0.48 -1.25 0.18
C 1.41 -0.25 -2.33 -0.63
C 1.92 -0.07 -3.66 -0.14
C 3.27 -0.19 -3.89 -0.18
C 4.14 -0.44 -2.82 -0.16
C 3.68 -0.57 -1.51 0.36
O 4.45 -0.77 -0.43 -0.51
C 5.89 -0.87 -0.60 -0.26
N -0.30 -0.64 -0.31 -0.75
C -1.71 -0.53 -0.01 -0.07
C -2.21 0.74 0.38 -0.20
C -3.53 0.88 0.72 -0.20
C -4.35 -0.26 0.71 -0.09
C -3.89 -1.50 0.31 -0.22
C -2.57 -1.65 -0.11 0.35
O -2.25 -2.86 -0.61 -0.45
C -1.24 -3.06 -1.56 -0.19
H -1.79 -2.30 5.16 0.22
H -1.07 -0.97 6.10 0.20
H -0.17 -2.51 5.87 0.21
H 1.26 -0.74 6.34 0.25
H 3.38 0.48 6.16 0.25
H 4.19 1.30 3.98 0.25
H 2.89 0.91 1.95 0.22
H -0.46 -0.74 2.22 0.46
H 2.74 -0.73 0.73 0.48
H 1.26 0.15 -4.49 0.25
H 3.67 -0.08 -4.88 0.27
H 5.20 -0.50 -3.01 0.27
H 6.12 -1.74 -1.22 0.21
H 6.28 -1.01 0.40 0.24
H 6.27 0.05 -1.03 0.20
H -1.52 1.58 0.43 0.25
H -3.92 1.84 1.03 0.27
H -5.39 -0.17 1.01 0.27
H -4.54 -2.36 0.26 0.28
H -1.42 -4.02 -2.02 0.28
H -0.23 -3.01 -1.15 0.21
H -1.35 -2.30 -2.40 0.10
Cl -6.12 4.24 -3.56 0.14
C -4.60 3.47 -3.39 0.00
C -4.58 2.07 -3.24 -0.24
C -3.33 1.52 -3.12 -0.03
Cl -3.15 -0.27 -2.95 0.10
C -2.16 2.26 -3.15 0.22
O -0.96 1.52 -3.02 -0.73
C -2.19 3.62 -3.31 -0.06
Cl -0.75 4.53 -3.35 0.13
C -3.44 4.23 -3.43 -0.21
H -5.48 1.49 -3.25 0.28
H -3.50 5.30 -3.56 0.28

***

67
Properties=species:S:1:pos:R:3:nbo_charge:R:1 method="wB97M-V/def2-TZVPD" lumo_ev="-0.48 / -0.48" multiplicity=4 charge=0 energy_ha=-3353.7557 gap_ev="8.07 / 8.03"
Co -0.10 0.37 0.21 1.53
O -3.65 1.36 0.87 -0.63
C -2.52 1.13 1.26 0.78
O -1.44 1.68 0.77 -0.90
C -2.31 0.18 2.45 -0.35
C -1.06 0.59 3.25 0.08
C -1.05 -0.06 4.63 -0.43
C -0.66 -1.52 4.29 -0.43
C -0.57 -1.45 2.77 0.10
O -0.02 -0.13 2.55 -0.58
C -1.97 -1.33 2.14 -0.36
C -1.93 -1.81 0.69 0.80
O -2.70 -2.66 0.31 -0.63
O -0.96 -1.32 -0.04 -0.90
H -3.21 0.24 3.05 0.24
H -0.85 1.66 3.22 0.22
H -0.30 0.41 5.27 0.21
H -2.02 0.03 5.12 0.22
H 0.30 -1.78 4.72 0.21
H -1.40 -2.25 4.62 0.22
H 0.07 -2.19 2.30 0.22
H -2.69 -1.98 2.65 0.24
C -0.42 0.92 -5.40 -0.24
N -0.59 1.05 -3.97 -0.17
C 0.06 0.43 -2.99 0.21
N -0.28 0.96 -1.83 -0.60
C -1.19 1.93 -2.17 0.17
N -1.39 2.02 -3.46 -0.26
C 0.37 2.07 -5.97 0.05
C -0.04 2.73 -7.12 -0.20
C 0.70 3.78 -7.64 -0.20
C 1.86 4.20 -7.01 -0.16
C 2.28 3.55 -5.85 -0.11
C 1.54 2.49 -5.34 -0.21
C 3.48 4.00 -5.15 0.47
N 4.27 4.97 -5.45 -0.28
N 5.24 5.00 -4.46 -0.28
C 4.97 4.05 -3.65 0.46
O 3.86 3.36 -4.02 -0.42
C 5.67 3.65 -2.43 -0.10
C 6.75 4.40 -1.97 -0.15
C 7.40 4.03 -0.81 -0.20
C 6.98 2.91 -0.10 -0.21
C 5.91 2.15 -0.55 0.04
C 5.46 0.92 0.19 -0.24
N 4.06 0.97 0.57 -0.16
C 3.01 0.44 -0.04 0.21
N 1.91 0.78 0.60 -0.60
C 2.36 1.55 1.63 0.18
N 3.66 1.70 1.64 -0.26
C 5.26 2.53 -1.72 -0.21
H -1.41 0.87 -5.86 0.23
H 0.09 -0.03 -5.57 0.22
H 0.74 -0.39 -3.15 0.21
H -1.70 2.51 -1.42 0.26
H -0.96 2.42 -7.61 0.22
H 0.36 4.29 -8.53 0.22
H 2.44 5.03 -7.39 0.24
H 1.87 2.00 -4.43 0.22
H 7.06 5.27 -2.53 0.24
H 8.23 4.62 -0.45 0.22
H 7.49 2.63 0.82 0.22
H 6.04 0.78 1.10 0.24
H 5.59 0.03 -0.44 0.22
H 3.08 -0.20 -0.91 0.22
H 1.71 1.99 2.36 0.23
H 4.42 1.95 -2.09 0.22

***

68
Properties=species:S:1:pos:R:3:nbo_charge:R:1 method="wB97M-V/def2-TZVPD" lumo_ev="2.17 / 2.17" multiplicity=7 charge=-1 energy_ha=-3371.0518 gap_ev="6.60 / 6.61" de_lowest_kj_mol=0.0
Eu -0.14 -0.04 -0.38 1.85
O -1.23 -4.27 -1.26 -0.68
C -0.78 -3.24 -0.75 0.62
N -0.02 -2.27 -1.26 -0.73
C 0.57 -2.43 -2.55 0.12
C 0.88 -3.68 -3.07 -0.23
C 1.56 -3.81 -4.27 -0.24
C 1.93 -2.68 -4.97 -0.24
C 1.63 -1.42 -4.47 -0.26
C 0.95 -1.27 -3.26 0.20
N 0.66 0.00 -2.66 -0.74
C 0.80 1.13 -3.35 0.62
O 1.12 1.32 -4.53 -0.68
C 0.55 2.41 -2.54 0.18
C 0.70 3.64 -3.16 -0.22
C 0.55 4.79 -2.41 -0.16
C 0.27 4.69 -1.05 -0.27
C 0.13 3.42 -0.51 0.05
N 0.25 2.32 -1.25 -0.49
C -1.10 -3.04 0.73 0.16
C -1.76 -4.05 1.43 -0.23
C -1.92 -3.90 2.80 -0.16
C -1.44 -2.76 3.43 -0.26
C -0.84 -1.78 2.65 0.06
N -0.69 -1.92 1.33 -0.48
H 0.58 -4.56 -2.52 0.23
H 1.79 -4.80 -4.66 0.19
H 2.46 -2.76 -5.92 0.19
H 1.91 -0.54 -5.02 0.25
H 0.93 3.65 -4.22 0.25
H 0.66 5.76 -2.87 0.21
H 0.17 5.56 -0.42 0.21
H -0.09 3.27 0.54 0.21
H -2.09 -4.91 0.88 0.25
H -2.42 -4.67 3.37 0.21
H -1.53 -2.62 4.49 0.22
H -0.47 -0.86 3.07 0.22
C -3.45 3.27 -0.10 -0.63
C -3.86 1.82 0.08 -0.48
O -5.24 1.79 0.42 -0.72
P -2.91 1.03 1.43 2.39
O -3.51 -0.43 1.58 -0.99
O -3.44 1.72 2.77 -0.98
O -1.41 1.15 1.35 -1.12
P -3.47 0.82 -1.46 2.37
O -4.77 -0.14 -1.54 -1.02
O -3.32 1.66 -2.65 -1.10
O -2.35 -0.09 -0.94 -1.19
H -3.55 3.82 0.84 0.21
H -4.10 3.72 -0.84 0.24
H -2.43 3.36 -0.46 0.24
H -5.58 0.92 0.18 0.49
H -3.25 -0.97 0.82 0.54
H -2.69 1.89 3.37 0.51
H -5.27 0.07 -2.34 0.51
C 1.81 0.26 1.11 -0.43
C 2.73 0.21 1.91 -0.23
C 3.82 0.13 2.84 0.00
C 4.53 1.27 3.22 -0.22
C 5.57 1.20 4.13 -0.22
C 5.93 -0.02 4.69 -0.24
C 5.23 -1.17 4.33 -0.22
C 4.19 -1.09 3.42 -0.22
H 4.25 2.22 2.78 0.22
H 6.11 2.10 4.40 0.20
H 6.74 -0.08 5.40 0.20
H 5.50 -2.13 4.76 0.20
H 3.64 -1.99 3.13 0.22

***

65
Properties=species:S:1:pos:R:3:nbo_charge:R:1 method="wB97M-V/def2-TZVPD" lumo_ev="-0.21 / -2.52" multiplicity=6 charge=0 energy_ha=-7591.5482 gap_ev="6.84 / 6.09" de_lowest_kj_mol=0.0
Ir -1.58 -0.18 -2.00 0.85
Se -0.16 1.97 0.52 0.08
P 1.57 1.16 -0.53 0.96
Se 0.95 0.40 -2.45 -0.36
C 2.81 2.44 -0.78 -0.34
C 3.15 3.25 0.30 -0.22
C 4.16 4.19 0.17 -0.20
C 4.83 4.33 -1.04 -0.19
C 4.48 3.53 -2.13 -0.23
C 3.47 2.58 -2.00 -0.13
C 2.35 -0.09 0.50 -0.45
C 2.72 -1.32 -0.03 -0.18
C 3.33 -2.27 0.78 -0.19
C 3.58 -1.99 2.12 -0.19
C 3.23 -0.75 2.65 -0.23
C 2.60 0.19 1.85 -0.12
H 2.62 3.17 1.24 0.22
H 4.42 4.82 1.01 0.22
H 5.62 5.06 -1.14 0.22
H 4.99 3.65 -3.07 0.22
H 3.19 1.97 -2.85 0.23
H 2.53 -1.54 -1.08 0.24
H 3.60 -3.24 0.37 0.23
H 4.05 -2.73 2.75 0.22
H 3.42 -0.52 3.69 0.22
H 2.29 1.14 2.28 0.21
C -2.64 4.02 -1.64 -0.64
C -3.05 2.56 -1.48 0.10
O -1.89 1.77 -1.50 -0.81
C -4.02 2.19 -2.64 0.96
F -4.37 0.89 -2.63 -0.31
F -5.15 2.90 -2.59 -0.32
F -3.41 2.44 -3.81 -0.32
C -3.79 2.40 -0.12 0.96
F -2.92 2.63 0.89 -0.32
F -4.28 1.16 0.06 -0.32
F -4.80 3.27 0.03 -0.32
H -2.14 4.13 -2.60 0.24
H -1.95 4.27 -0.84 0.23
H -3.51 4.68 -1.60 0.23
I -1.79 -1.04 -4.44 -0.26
C -1.84 -0.61 4.10 -0.21
C -0.75 -1.24 3.49 -0.24
C -0.82 -1.61 2.15 -0.14
C -1.98 -1.40 1.41 -0.49
C -3.08 -0.79 2.04 -0.20
C -3.00 -0.39 3.38 -0.21
Si -2.14 -1.91 -0.38 0.84
C -1.09 -3.44 -0.62 -0.50
C -1.42 -4.60 0.09 -0.13
C -0.64 -5.75 0.00 -0.22
C 0.49 -5.76 -0.82 -0.21
C 0.83 -4.62 -1.54 -0.23
C 0.04 -3.47 -1.45 -0.20
H -1.78 -0.32 5.14 0.21
H 0.15 -1.43 4.06 0.21
H 0.04 -2.11 1.69 0.20
H -4.00 -0.63 1.49 0.22
H -3.86 0.08 3.85 0.21
H -3.56 -2.31 -0.49 -0.17
H -2.30 -4.61 0.73 0.20
H -0.92 -6.64 0.56 0.21
H 1.10 -6.66 -0.89 0.21
H 1.70 -4.64 -2.20 0.21
H 0.32 -2.59 -2.02 0.21

***

53
Properties=species:S:1:pos:R:3:nbo_charge:R:1 method="wB97M-V/def2-TZVPD" lumo_ev=-5.86 charge=+1 energy_ha=-1135.8608 gap_ev=3.78 de_lowest_kj_mol=0.0
C -5.07 0.50 -2.28 -0.19
C -3.81 0.49 -1.65 -0.28
C -2.69 0.67 -2.44 0.24
C -2.81 0.90 -3.84 -0.12
C -4.05 0.91 -4.46 -0.16
C -5.19 0.70 -3.67 -0.23
C -1.48 1.08 -4.36 -0.01
C -0.57 0.99 -3.26 0.14
C 0.80 1.04 -3.46 -0.25
C 1.26 1.25 -4.78 -0.20
C 0.37 1.37 -5.86 -0.23
C -1.01 1.28 -5.65 -0.19
N -1.32 0.72 -2.09 -0.41
C -0.82 0.57 -0.83 0.03
C 0.26 1.24 -0.36 -0.48
H -5.98 0.34 -1.69 0.22
H -3.69 0.34 -0.57 0.21
H -4.09 1.07 -5.54 0.22
H -6.17 0.70 -4.13 0.22
H 1.47 0.93 -2.61 0.22
H 2.33 1.32 -4.97 0.22
H 0.75 1.54 -6.86 0.22
H -1.75 1.36 -6.45 0.22
H -1.41 -0.08 -0.17 0.20
H 0.55 1.09 0.68 0.18
H 0.77 2.01 -0.94 0.22
C -1.53 -4.51 3.62 -0.66
C -0.72 -3.27 3.48 0.13
C -1.27 -2.04 3.89 -0.24
C -0.53 -0.88 3.79 -0.06
C 0.80 -0.87 3.26 -0.22
C 1.47 0.38 3.23 0.15
C 2.81 0.72 2.89 -0.18
C 3.14 2.11 2.94 -0.09
C 4.40 2.57 2.60 -0.22
C 5.39 1.67 2.18 -0.11
C 5.10 0.30 2.13 -0.16
C 3.85 -0.18 2.50 -0.12
C 1.31 -2.13 2.80 -0.03
C 0.57 -3.29 2.94 -0.24
H -0.96 -5.39 3.30 0.23
H -1.85 -4.67 4.65 0.25
H -2.44 -4.47 3.01 0.25
H -2.28 -2.02 4.29 0.24
H -0.95 0.07 4.11 0.23
H 0.87 1.21 3.59 0.23
H 2.36 2.80 3.26 0.23
H 4.62 3.64 2.66 0.24
H 6.38 2.03 1.90 0.24
H 5.86 -0.41 1.80 0.23
H 3.68 -1.25 2.52 0.21
H 2.27 -2.19 2.30 0.21
H 0.99 -4.25 2.62 0.24

***

66
Properties=species:S:1:pos:R:3:nbo_charge:R:1 method="wB97M-V/def2-TZVPD" lumo_ev="-2.77 / -2.70" multiplicity=2 charge=0 energy_ha=-2301.5704 gap_ev="4.86 / 4.92" de_lowest_kj_mol=0.0
Re -0.68 -0.28 0.92 1.34
N 0.65 -2.56 -0.10 -0.75
C 1.85 -2.60 0.72 -0.32
C 1.58 -2.08 2.13 0.66
O 2.34 -2.40 3.04 -0.58
N 0.50 -1.28 2.27 -0.59
C 0.31 -0.71 3.56 -0.38
C 0.21 0.85 3.43 0.80
O 0.47 1.56 4.38 -0.58
O -0.14 1.24 2.27 -0.69
H 0.01 -3.29 0.18 0.40
H 0.88 -2.67 -1.08 0.39
H 2.61 -1.95 0.27 0.22
H 2.28 -3.61 0.80 0.22
H 1.11 -0.99 4.25 0.26
H -0.67 -1.00 3.98 0.25
O -6.05 -4.46 -1.49 -0.70
C -5.58 -3.55 -2.14 0.77
O -5.82 -2.95 -3.17 -0.72
C -4.26 -2.92 -1.44 0.00
C -3.14 -2.60 -2.18 -0.23
C -2.07 -2.00 -1.53 0.03
N -2.09 -1.70 -0.23 -0.51
C -3.18 -2.02 0.47 0.08
C -4.29 -2.63 -0.09 -0.21
C -3.23 -1.52 1.92 0.75
O -4.15 -1.84 2.64 -0.57
O -2.27 -0.73 2.20 -0.73
H -3.11 -2.80 -3.24 0.25
H -1.17 -1.72 -2.07 0.18
H -5.15 -2.86 0.53 0.27
N 0.24 1.96 -1.10 -0.90
P 1.14 0.86 -0.17 1.26
C 2.31 0.31 -1.46 -0.32
C 1.78 -0.44 -2.50 -0.15
C 2.60 -0.87 -3.54 -0.23
C 3.94 -0.53 -3.54 -0.18
C 4.47 0.23 -2.50 -0.19
C 3.66 0.64 -1.46 -0.22
C 2.15 1.91 0.92 -0.40
C 1.98 3.29 0.96 -0.13
C 2.69 4.05 1.88 -0.21
C 3.56 3.44 2.76 -0.18
C 3.73 2.06 2.73 -0.18
C 3.02 1.30 1.82 -0.21
C -1.12 2.08 -1.03 0.43
C -1.77 3.11 -1.72 -0.28
C -3.14 3.20 -1.67 -0.10
C -3.84 2.26 -0.93 -0.27
C -3.13 1.28 -0.27 0.10
N -1.80 1.17 -0.31 -0.52
H 0.73 2.64 -1.68 0.42
H 0.73 -0.68 -2.49 0.20
H 2.18 -1.46 -4.34 0.23
H 4.58 -0.84 -4.35 0.23
H 5.51 0.50 -2.51 0.23
H 4.07 1.23 -0.65 0.24
H 1.27 3.77 0.31 0.20
H 2.54 5.11 1.92 0.22
H 4.09 4.03 3.49 0.22
H 4.40 1.58 3.43 0.23
H 3.13 0.22 1.82 0.22
H -1.18 3.83 -2.27 0.23
H -3.65 4.00 -2.19 0.23
H -4.91 2.29 -0.87 0.25
H -3.65 0.56 0.34 0.23

***

68
Properties=species:S:1:pos:R:3:nbo_charge:R:1 method="wB97M-V/def2-TZVPD" lumo_ev=1.80 charge=-1 energy_ha=-2531.4140 gap_ev=6.04 de_lowest_kj_mol=349.3
Na 0.16 -1.41 0.33 0.85
C 4.20 5.67 -0.94 -0.63
C 3.23 4.62 -0.46 -0.02
C 2.04 5.00 0.14 -0.22
C 1.11 4.05 0.53 -0.19
C 1.37 2.71 0.31 -0.24
C 2.56 2.31 -0.27 -0.12
C 3.48 3.27 -0.65 -0.23
S 0.10 1.53 0.78 1.38
O -2.65 3.14 0.73 -0.52
O -0.01 1.15 -0.88 -0.74
N 0.92 0.46 1.53 -0.92
C 0.26 -0.18 2.68 -0.36
C 0.76 -1.63 2.77 0.75
O 1.66 -1.86 3.59 -0.73
O 0.22 -2.45 1.97 -0.84
H 4.32 6.46 -0.19 0.21
H 3.85 6.14 -1.86 0.22
H 5.18 5.23 -1.13 0.21
H 1.83 6.06 0.30 0.20
H 0.17 4.34 0.99 0.23
H 2.74 1.25 -0.43 0.23
H 4.41 2.96 -1.13 0.20
H -0.83 -0.17 2.60 0.20
H 0.56 0.34 3.60 0.20
O -5.44 4.32 2.76 -0.71
C -5.40 2.96 2.97 0.77
O -6.03 2.51 3.90 -0.63
C -4.58 2.20 2.05 -0.38
C -4.23 0.90 2.32 -0.04
C -3.37 0.12 1.55 -0.42
C -2.73 0.61 0.41 0.27
C -3.11 2.01 -0.01 0.02
C -4.05 2.80 0.81 0.04
N -1.93 -0.17 -0.31 -0.65
C -1.15 0.42 -1.35 0.20
C -0.66 -0.68 -2.28 0.22
C -1.51 -1.20 -3.24 -0.25
C -1.01 -2.12 -4.14 -0.18
C 0.32 -2.51 -4.03 -0.29
C 1.07 -1.98 -3.00 0.07
N 0.60 -1.07 -2.15 -0.45
H -4.79 4.57 2.10 0.47
H -4.66 0.47 3.22 0.22
H -3.15 -0.90 1.84 0.22
H -3.12 2.19 -1.08 0.17
H -4.68 3.51 0.28 0.17
H -1.73 1.11 -2.00 0.16
H -2.54 -0.87 -3.30 0.22
H -1.64 -2.53 -4.92 0.21
H 0.75 -3.23 -4.72 0.21
H 2.10 -2.28 -2.84 0.20
N -0.01 -5.87 -2.16 -0.36
C -0.74 -4.75 -2.03 0.19
N -0.18 -3.96 -1.15 -0.47
C 0.93 -4.66 -0.75 0.29
N 1.07 -5.82 -1.36 -0.28
C 1.86 -4.20 0.29 0.11
C 2.16 -5.04 1.35 0.03
N 3.01 -4.70 2.30 -0.39
C 3.50 -3.47 2.24 0.06
C 3.22 -2.63 1.16 0.02
N 2.42 -2.99 0.17 -0.40
H -0.14 -6.65 -2.77 0.41
H -1.65 -4.56 -2.57 0.21
H 1.72 -6.03 1.41 0.19
H 4.18 -3.17 3.02 0.20
H 3.67 -1.65 1.09 0.20